ORCA calculation (ωB97M-V/def2-TZVPD) on the ion C8H16BF3N3O2 with charge +1 at a distorted geometry.

As for the frontier orbital gap: 9.56 eV. For the total energy, the calculation gives -953.436240 hartree. The charge is +1. The LUMO energy comes out at -3.996 eV. As for the spin multiplicity: 1. As for the molar mass: 254.04 g mol⁻¹. The calculation puts the HOMO energy at -13.5562 eV. The SMILES is CCOCN1C[C@H](C(F)(F)F)N/C1=[NH+]/B(C)O.

Element x y z (Å)
C: -1.490 -1.989 2.854
C: -1.045 -0.767 2.060
O: -1.253 -0.978 0.660
C: -1.539 0.156 -0.076
N: -0.408 0.636 -0.912
C: -0.453 0.265 -2.349
C: 0.817 -0.593 -2.578
C: 0.788 -1.732 -3.592
F: -0.206 -1.596 -4.401
F: 0.748 -2.891 -3.004
F: 1.896 -1.706 -4.281
N: 1.116 -0.986 -1.156
C: 0.845 0.193 -0.528
N: 1.588 0.849 0.296
B: 1.266 2.172 0.942
C: 0.427 3.318 0.310
O: 1.807 2.337 2.182
H: -1.399 -2.884 2.261
H: -2.510 -1.827 3.174
H: -0.896 -2.035 3.753
H: -1.576 0.094 2.449
H: 0.026 -0.662 2.228
H: -1.892 0.978 0.535
H: -2.352 -0.082 -0.746
H: -0.234 1.191 -2.870
H: -1.407 -0.059 -2.728
H: 1.601 0.104 -2.828
H: 2.134 -1.103 -1.111
H: 2.479 0.427 0.540
H: -0.531 3.337 0.813
H: 0.959 4.239 0.504
H: 0.279 3.248 -0.759
H: 2.739 2.600 2.104

ORCA calculation (ωB97M-V/def2-TZVPD) on a structure of composition C6H10O at a distorted geometry.

As for the frontier orbital gap: 8.61 eV. For the total energy, the calculation gives -309.671589 hartree. The LUMO energy comes out at -0.128 eV. As for the spin multiplicity: 1. As for the molar mass: 98.14 g mol⁻¹. The calculation puts the HOMO energy at -8.7377 eV.

Element x y z (Å)
C: 1.442 1.669 -0.216
C: 0.547 0.575 0.216
C: 0.611 -0.827 -0.419
C: -0.826 -0.903 0.047
O: -1.701 -1.843 -0.563
C: -0.968 0.608 -0.024
C: -1.042 -1.433 1.360
H: 1.340 1.805 -1.298
H: 1.179 2.613 0.266
H: 2.488 1.425 -0.019
H: 1.328 -1.555 -0.027
H: 0.695 -0.763 -1.510
H: -2.591 -1.581 -0.260
H: -1.600 1.099 0.721
H: -1.206 0.946 -1.038
H: 0.633 0.450 1.353
H: -0.329 -2.283 1.412

ORCA calculation (ωB97M-V/def2-TZVPD) on a cluster of 2 separate species, C25H42BClNO3 in total at a distorted geometry.

As for the frontier orbital gap: 8.47 eV. For the total energy, the calculation gives -1743.095597 hartree. The charge is +1. The LUMO energy comes out at -2.770 eV. As for the spin multiplicity: 1. As for the molar mass: 450.88 g mol⁻¹. The calculation puts the HOMO energy at -11.2433 eV.

Element x y z (Å)
C: 4.403 -3.530 0.343
C: 4.350 -3.779 -0.960
C: 3.238 -3.322 -1.877
C: 3.322 -1.865 -2.244
C: 4.352 -1.297 -2.877
Cl: 5.742 -2.128 -3.418
C: 4.306 0.172 -3.168
O: 4.747 0.656 -4.176
C: 3.608 0.985 -2.116
C: 4.178 2.338 -1.840
C: 5.499 2.269 -1.017
C: 6.724 2.224 -1.942
C: 5.590 1.077 -0.056
C: 2.539 0.429 -1.529
B: 1.606 1.172 -0.502
C: 1.895 1.382 1.021
O: 0.408 1.644 -1.014
C: 2.188 -0.954 -1.922
O: 1.027 -1.328 -1.999
H: 3.758 -2.820 0.848
H: 5.141 -4.027 0.959
H: 5.141 -4.374 -1.400
H: 2.278 -3.522 -1.406
H: 3.277 -3.910 -2.796
H: 3.441 3.011 -1.403
H: 4.445 2.760 -2.812
H: 5.587 3.203 -0.459
H: 7.621 2.296 -1.326
H: 6.704 3.023 -2.680
H: 6.796 1.262 -2.451
H: 4.641 0.820 0.411
H: 6.315 1.290 0.728
H: 5.928 0.194 -0.604
H: 2.843 1.877 1.234
H: 1.857 0.429 1.555
H: 1.108 2.008 1.449
H: 0.020 0.942 -1.559
C: -1.057 -1.185 0.637
C: -2.072 -0.927 -0.473
C: -2.788 0.427 -0.358
C: -3.491 0.721 0.956
N: -4.805 -0.006 1.241
C: -5.875 1.002 1.590
C: -6.302 1.569 0.251
C: -6.280 0.355 -0.689
C: -5.410 -0.687 0.025
C: -4.625 -1.019 2.353
C: -4.570 -0.475 3.775
C: -3.352 0.357 4.178
H: -1.530 -1.298 1.616
H: -0.514 -2.107 0.436
H: -0.331 -0.375 0.707
H: -2.780 -1.759 -0.507
H: -1.546 -0.947 -1.430
H: -3.462 0.583 -1.204
H: -2.031 1.211 -0.453
H: -3.713 1.785 1.011
H: -2.818 0.502 1.778
H: -6.685 0.454 2.069
H: -5.468 1.741 2.276
H: -5.594 2.326 -0.088
H: -7.278 2.044 0.307
H: -5.887 0.615 -1.670
H: -7.279 -0.046 -0.844
H: -4.636 -1.114 -0.597
H: -6.024 -1.501 0.398
H: -3.731 -1.592 2.107
H: -5.480 -1.690 2.290
H: -4.602 -1.358 4.417
H: -5.482 0.078 4.004
H: -2.419 -0.148 3.919
H: -3.354 0.509 5.256
H: -3.352 1.347 3.721